1.
{"formula": "C18H28Br2O12", "method": "ωB97M-V/def2-TZVPD", "elements": ["C", "C", "C", "O", "C", "O", "O", "H", "H", "H", "H", "H", "H", "C", "C", "C", "O", "C", "O", "O", "H", "H", "H", "H", "H", "H", "C", "C", "C", "O", "C", "O", "O", "H", "H", "H", "H", "H", "H", "C", "C", "C", "O", "C", "O", "O", "H", "H", "H", "H", "H", "H", "Br", "C", "C", "Br", "H", "H", "H", "H"], "positions_angstrom": [[25.344, -29.788, -23.491], [24.672, -30.739, -22.611], [25.570, -31.373, -21.538], [25.483, -30.651, -20.335], [24.477, -29.773, -20.434], [24.018, -29.173, -19.511], [23.847, -30.025, -21.657], [24.719, -29.314, -24.248], [26.208, -30.293, -23.922], [25.683, -28.863, -23.024], [23.940, -31.392, -23.086], [26.615, -31.404, -21.848], [25.156, -32.353, -21.298], [13.624, -22.259, -13.907], [13.838, -21.302, -12.709], [15.243, -20.948, -12.321], [15.298, -19.537, -12.228], [14.310, -19.052, -12.991], [14.135, -17.861, -13.290], [13.390, -20.049, -13.157], [14.046, -21.816, -14.809], [12.537, -22.301, -13.985], [14.005, -23.231, -13.594], [13.097, -21.494, -11.933], [15.856, -21.292, -13.154], [15.523, -21.333, -11.341], [17.187, -25.950, -17.633], [17.581, -26.731, -16.357], [19.068, -26.641, -16.176], [19.229, -25.977, -14.915], [18.074, -25.685, -14.301], [18.102, -25.257, -13.109], [17.062, -26.164, -15.074], [16.101, -26.014, -17.711], [17.688, -26.365, -18.507], [17.412, -24.895, -17.479], [17.418, -27.798, -16.508], [19.625, -26.039, -16.895], [19.515, -27.633, -16.240], [15.722, -27.200, -6.405], [16.731, -27.118, -7.490], [18.036, -26.359, -7.303], [18.978, -27.388, -7.585], [18.335, -28.592, -7.868], [18.858, -29.649, -8.199], [17.076, -28.402, -7.847], [16.090, -27.891, -5.646], [14.832, -27.609, -6.884], [15.423, -26.219, -6.035], [16.329, -26.586, -8.353], [18.032, -26.146, -6.234], [18.158, -25.488, -7.947], [23.815, -29.175, -11.470], [23.621, -30.590, -12.810], [24.662, -31.711, -12.547], [24.286, -32.633, -10.834], [23.523, -30.326, -13.863], [22.638, -31.037, -12.658], [25.669, -31.296, -12.536], [24.780, -32.494, -13.296]], "atomic_forces_ev_per_a": [[0.8, 1.3, -1.4], [-0.9, 0.8, 3.1], [0.6, -1.8, -0.9], [0.7, 1.2, -0.2], [-1.9, -2.0, -0.2], [0.4, 0.5, -1.1], [-0.8, 2.0, 0.9], [-0.3, -0.8, -0.4], [0.0, 0.2, -0.4], [0.4, -0.4, 0.8], [0.6, -0.3, -0.2], [0.0, -0.3, 0.1], [0.5, -0.3, -0.2], [-0.2, 0.5, 1.8], [-1.3, 0.2, -0.9], [0.6, -1.1, 0.7], [0.4, 0.4, -0.6], [-2.1, 3.2, 0.4], [0.8, -4.1, 0.6], [-0.3, 2.7, -1.6], [0.2, -0.4, 0.1], [0.1, -0.3, -0.4], [0.1, -0.2, -0.6], [0.6, -0.7, 0.5], [0.6, 0.0, 0.4], [0.3, -0.2, -0.4], [-1.1, -0.1, 1.7], [0.7, 1.0, -0.7], [1.0, 0.7, 0.5], [1.0, 0.0, 0.0], [1.3, -0.7, 3.6], [-1.3, -1.2, -5.2], [-0.4, 0.1, -0.7], [0.0, 0.0, -0.5], [-0.1, 0.0, 0.1], [0.3, 0.0, -0.2], [-1.2, 0.2, 0.7], [-0.4, 0.2, -0.2], [0.3, 0.0, 0.8], [-0.5, 0.1, -0.1], [-0.9, 2.6, -1.5], [-0.3, -1.5, 1.5], [0.9, -1.0, -0.2], [3.9, -1.5, -1.4], [-0.6, 2.6, 1.2], [-2.6, -1.2, -0.3], [-0.2, 0.3, 0.3], [-0.1, -0.3, 0.3], [0.3, 0.0, 0.3], [-0.8, -0.6, -0.3], [0.9, 0.7, 0.0], [0.1, -0.2, 0.1], [-0.1, -0.2, -0.9], [-0.4, -1.9, 0.4], [0.3, 0.6, 0.0], [0.3, 0.4, -0.7], [0.9, 0.8, 0.1], [0.0, 0.1, 0.5], [-0.1, 0.2, 0.7], [-0.9, 0.0, -0.1]], "lowdin_charge": [-0.0393, -0.3081, -0.1089, 0.0736, -0.5270, 0.1608, 0.0303, 0.0921, 0.0942, 0.1011, 0.1594, 0.1348, 0.1371, -0.0066, -0.3375, -0.0973, 0.0784, -0.4985, 0.1118, 0.0481, 0.0933, 0.0839, 0.0872, 0.1554, 0.1392, 0.1434, -0.0217, -0.2670, -0.1134, 0.0588, -0.4895, 0.0755, 0.0787, 0.0803, 0.0924, 0.0912, 0.1478, 0.1329, 0.1334, -0.0158, -0.3796, -0.0831, 0.0548, -0.5423, 0.1315, 0.1264, 0.1025, 0.0918, 0.0938, 0.1525, 0.1294, 0.1385, 0.5978, -0.6879, -0.6710, 0.5612, 0.0653, 0.0381, 0.0462, 0.0498], "spin_multiplicity": 1, "homo_ev": -9.78, "lumo_ev": 0.34, "e_tot_ha": -6753.5305, "e_above_lowest_kj_mol": 265.4, "smiles": "C[C@H]1COC(=O)O1.C[C@H]1COC(=O)O1.C[C@H]1COC(=O)O1.C[C@H]1COC(=O)O1.BrCCBr", "homo_lumo_gap_ha": 0.372}

2.
{"formula": "C17H20AuCl3O3", "method": "ωB97M-V/def2-TZVPD", "elements": ["Au", "C", "C", "C", "H", "C", "C", "H", "H", "H", "H", "C", "C", "C", "H", "C", "C", "H", "H", "H", "H", "O", "C", "C", "C", "C", "C", "H", "H", "H", "H", "H", "H", "H", "H", "H", "H", "Cl", "C", "Cl", "Cl", "C", "O", "O"], "positions_angstrom": [[0.225, 1.537, 1.155], [2.118, 0.831, 2.354], [2.114, -0.082, 1.249], [2.272, 0.666, 0.049], [2.095, -1.158, 1.356], [2.370, 2.049, 0.380], [2.304, 2.166, 1.822], [2.410, 3.078, 2.409], [2.076, 0.543, 3.399], [2.377, 0.253, -0.949], [2.559, 2.857, -0.330], [-1.943, 0.491, 1.794], [-1.772, 1.852, 2.235], [-1.694, 2.684, 1.044], [-1.790, 2.202, 3.267], [-1.768, 1.803, -0.098], [-1.953, 0.475, 0.381], [-2.166, -0.393, -0.233], [-2.153, -0.360, 2.436], [-1.651, 3.776, 1.024], [-1.810, 2.111, -1.137], [0.202, -1.289, -0.026], [-0.201, -0.152, -3.868], [0.367, -1.319, -3.227], [0.631, 1.091, -3.603], [-1.686, -0.067, -3.683], [0.374, -1.781, -1.205], [1.472, -1.455, -3.318], [-0.190, -2.258, -3.439], [-0.327, -2.620, -1.371], [1.427, -2.161, -1.314], [0.820, 1.818, -4.438], [1.603, 0.755, -3.197], [0.101, 1.629, -2.790], [-2.348, -0.080, -4.581], [-1.915, 0.825, -3.093], [-1.936, -0.941, -3.070], [0.915, -3.531, 4.503], [-0.398, -2.568, 3.864], [-2.018, -3.086, 4.263], [-0.174, -0.845, 4.257], [-0.344, -3.135, 2.158], [-0.499, -4.253, 1.717], [-0.092, -1.960, 1.853]], "atomic_forces_ev_per_a": [[0.2, 0.8, -0.3], [0.7, -0.9, -1.0], [1.5, 0.3, 1.1], [0.3, -0.2, 0.5], [-0.4, 0.3, -0.2], [1.1, 0.5, 0.9], [0.3, 0.2, -0.9], [-0.1, -0.3, -0.3], [-0.1, 0.2, -0.3], [-0.3, 0.0, 0.2], [-0.2, -0.2, 0.3], [-1.6, -0.1, -0.5], [-0.2, -0.2, -0.6], [-0.8, -0.1, -0.2], [0.1, -0.1, -0.4], [-0.4, 0.9, 0.6], [-1.0, -0.6, 1.1], [0.4, 0.2, 0.2], [0.4, 0.3, -0.3], [0.1, -0.5, 0.0], [0.2, 0.0, 0.2], [-0.3, 2.3, -4.7], [1.3, -0.9, 0.8], [0.1, 0.2, -1.5], [-0.2, 0.2, 0.0], [-0.3, -0.2, -0.2], [0.7, -1.9, 2.3], [-0.9, 0.2, 0.0], [0.4, 0.5, 0.3], [-0.2, 0.1, -0.6], [-0.1, 0.1, -0.6], [-0.3, -0.6, 0.5], [-0.3, 0.4, -0.3], [0.4, 0.3, -0.1], [0.5, 0.1, 0.3], [-0.3, 0.1, 0.0], [-0.5, 0.2, -0.1], [0.6, -0.4, 1.6], [-0.4, -2.5, -0.5], [-1.1, -0.2, 1.5], [-0.1, -0.8, 0.2], [0.8, 4.7, 1.1], [-0.1, 0.4, 1.0], [-0.3, -2.7, -1.2]], "lowdin_charge": [1.0541, -0.2129, -0.1756, -0.1577, 0.0968, -0.2331, -0.2432, 0.0726, 0.0565, 0.0881, 0.0780, -0.2085, -0.2183, -0.2580, 0.0825, -0.1991, -0.1602, 0.1009, 0.0608, 0.0735, 0.0699, -0.2631, -0.4429, -0.1692, -0.1362, -0.1364, -0.2928, 0.0481, 0.0505, 0.0616, 0.0602, 0.0520, 0.0480, 0.0500, 0.0519, 0.0391, 0.0591, 0.5111, -1.5617, 0.5109, 0.5775, -0.7293, 0.0132, -0.1687], "spin_multiplicity": 3, "homo_ev": [0.95, -0.14], "lumo_ev": [4.96, 4.76], "charge": -2, "e_tot_ha": -2401.3640, "e_above_lowest_kj_mol": 54.6, "homo_lumo_gap_ha": [0.148, 0.180], "s_squared": 2.04}

3.
{"formula": "C24H33F4FeO24", "method": "ωB97M-V/def2-TZVPD", "elements": ["Fe", "C", "C", "O", "O", "H", "H", "H", "C", "C", "O", "O", "H", "H", "H", "C", "C", "O", "O", "H", "H", "H", "C", "C", "O", "C", "O", "O", "F", "H", "H", "H", "C", "C", "O", "C", "O", "O", "F", "H", "H", "H", "C", "C", "O", "C", "O", "O", "F", "H", "H", "H", "C", "C", "O", "C", "O", "O", "F", "H", "H", "H", "C", "O", "C", "O", "O", "C", "H", "H", "H", "H", "H", "H", "C", "O", "C", "O", "O", "C", "H", "H", "H", "H", "H", "H"], "positions_angstrom": [[2.112, -1.066, -0.392], [3.139, -3.751, -3.132], [2.889, -2.781, -2.026], [3.342, -1.694, -1.903], [2.028, -2.964, -1.181], [2.193, -4.290, -3.162], [4.003, -4.343, -2.831], [3.287, -3.164, -4.039], [5.441, -0.397, 1.802], [4.103, -0.506, 1.145], [3.358, -1.525, 1.162], [3.624, 0.245, 0.349], [5.368, -0.556, 2.877], [5.942, 0.561, 1.658], [6.034, -1.260, 1.499], [-1.300, 0.815, -0.267], [-0.176, -0.127, -0.089], [0.100, -0.895, -0.997], [0.682, 0.020, 0.752], [-1.390, 1.551, 0.532], [-2.244, 0.278, -0.355], [-1.234, 1.431, -1.164], [-2.078, -4.652, 0.377], [-2.193, -3.481, -0.487], [-3.541, -3.083, -0.189], [-3.829, -3.440, 1.013], [-4.762, -3.142, 1.727], [-2.886, -4.320, 1.438], [-2.193, -3.777, -1.736], [-1.137, -5.096, 0.705], [-2.503, -5.487, -0.181], [-1.388, -2.776, -0.277], [-4.217, -0.012, 1.833], [-5.657, 0.008, 2.449], [-5.566, -0.448, 3.749], [-4.244, -0.369, 4.131], [-3.724, -0.822, 5.109], [-3.481, -0.035, 3.041], [-6.442, -0.860, 1.803], [-4.040, 0.860, 1.204], [-3.943, -0.942, 1.335], [-6.086, 1.006, 2.537], [1.800, 3.426, 1.650], [0.962, 4.047, 2.793], [-0.320, 4.130, 2.240], [-0.161, 4.276, 0.879], [-1.046, 4.589, 0.144], [1.055, 3.884, 0.538], [1.421, 5.217, 2.976], [1.572, 2.365, 1.544], [2.859, 3.670, 1.744], [0.991, 3.547, 3.761], [-1.716, 3.630, -2.823], [-3.285, 3.487, -2.828], [-3.486, 3.652, -4.145], [-2.520, 3.107, -4.819], [-2.563, 2.812, -5.974], [-1.439, 3.068, -4.056], [-3.884, 4.498, -2.147], [-1.388, 3.176, -1.888], [-1.593, 4.708, -2.716], [-3.683, 2.633, -2.279], [3.287, 4.174, -1.655], [2.860, 2.863, -1.368], [2.339, 1.972, -2.236], [2.107, 0.794, -1.960], [2.320, 2.547, -3.516], [1.802, 1.786, -4.615], [2.703, 4.691, -2.416], [4.286, 4.250, -2.085], [3.193, 4.724, -0.719], [0.755, 1.571, -4.400], [2.332, 0.880, -4.906], [1.882, 2.435, -5.487], [2.123, -5.154, 1.781], [1.409, -4.541, 2.782], [0.677, -3.540, 2.553], [0.609, -3.024, 1.412], [0.138, -3.044, 3.686], [-0.517, -1.847, 3.687], [2.526, -6.157, 1.923], [2.880, -4.515, 1.324], [1.534, -5.091, 0.866], [-1.374, -1.847, 3.014], [0.136, -1.063, 3.304], [-0.978, -1.503, 4.613]], "atomic_forces_ev_per_a": [[0.2, 0.0, 0.5], [-0.3, 0.6, 0.6], [-1.3, -2.8, -1.3], [5.3, 7.1, -1.4], [-4.2, -3.4, 3.2], [0.4, -0.5, -0.3], [-0.1, -0.3, -0.5], [0.3, -0.4, 0.0], [-0.2, -0.3, 0.9], [0.1, -2.6, 0.3], [-0.2, -4.3, 2.4], [-0.2, 6.6, -3.7], [-0.3, 0.1, 0.1], [-0.1, -0.2, -0.4], [0.1, 0.2, -0.4], [-1.6, 0.7, 0.6], [-0.9, 2.0, -1.6], [-0.1, -3.0, -3.2], [2.7, 1.2, 4.2], [0.1, -0.3, 0.3], [-0.1, -0.1, 0.0], [0.5, -0.6, -0.2], [0.5, -2.9, -0.3], [0.9, 0.8, 1.5], [0.3, 2.2, -1.9], [-1.4, -1.4, 3.8], [1.2, 0.1, -1.5], [-0.7, 0.0, 2.0], [0.3, -0.7, -3.4], [0.3, 1.1, 0.1], [-0.5, -0.2, -0.2], [-0.5, 0.9, 0.1], [-1.2, -0.2, 1.2], [0.4, 0.0, -1.2], [1.9, 0.3, 1.7], [0.9, -2.6, -1.0], [-1.2, 1.3, -0.2], [0.7, 1.0, 0.8], [-0.9, 0.1, -0.6], [0.2, 0.0, 0.3], [-0.7, 0.2, -0.3], [-0.3, 0.1, -0.7], [-1.9, -1.6, 1.2], [0.0, -4.1, -0.8], [-0.1, 0.2, -0.2], [-0.9, -0.6, 0.7], [0.4, 0.0, 0.1], [0.7, 1.5, -1.7], [1.6, 5.1, 1.0], [1.0, -0.4, 0.8], [-0.3, 0.2, -0.7], [-0.5, -0.5, -0.3], [-3.0, 0.5, 2.5], [1.9, 1.1, 3.0], [-4.0, 0.0, -0.9], [1.0, 0.0, -2.9], [0.1, -0.2, 0.6], [2.6, -0.9, 0.1], [0.0, 0.8, -0.1], [0.9, -0.3, -0.8], [0.7, 0.1, -0.5], [0.0, -0.8, -1.0], [-0.3, 1.2, -0.9], [-0.8, -2.0, 0.0], [1.6, 0.0, -1.4], [-0.2, 2.7, -0.6], [0.1, -1.2, 2.1], [-0.7, 0.1, -0.3], [-0.6, -0.3, 0.2], [0.3, -0.6, 0.5], [0.2, -0.1, -0.1], [0.1, -0.1, -0.3], [0.3, -0.1, 0.8], [-0.2, 0.2, 0.2], [0.5, 0.5, -3.8], [1.0, -2.6, 3.4], [-0.9, 4.5, -3.0], [-0.8, -0.7, 2.5], [1.2, -2.9, 0.3], [-1.4, 2.7, -1.7], [-0.5, 0.3, 0.9], [0.8, 0.4, 1.1], [-0.7, -0.9, -0.1], [-0.1, -0.2, -0.3], [0.1, 0.1, 0.1], [0.7, -0.9, 0.5]], "lowdin_charge": [1.2129, 0.0481, -0.7539, 0.0254, -0.0197, 0.0938, 0.0967, 0.0942, 0.0362, -0.6758, -0.0535, 0.0099, 0.0881, 0.0896, 0.0957, 0.0460, -0.7561, -0.0139, 0.0043, 0.0910, 0.0825, 0.0705, -0.1050, -0.3514, 0.1844, -0.5766, 0.1567, 0.0908, 0.1520, 0.1425, 0.1474, 0.1556, -0.0442, -0.3339, 0.1391, -0.4844, 0.1668, 0.0300, 0.0899, 0.1245, 0.1077, 0.1672, -0.0251, -0.3868, 0.1395, -0.5429, 0.1639, 0.0560, 0.1410, 0.1301, 0.1500, 0.1759, -0.0672, -0.3255, 0.1877, -0.5949, 0.1880, 0.0939, 0.0674, 0.0936, 0.1463, 0.1735, -0.0440, -0.0061, -0.4263, 0.0890, -0.0351, -0.0303, 0.0974, 0.1009, 0.0901, 0.0879, 0.0962, 0.0978, -0.0488, 0.0665, -0.5609, 0.0587, 0.0347, -0.0706, 0.1073, 0.0959, 0.0845, 0.0846, 0.0961, 0.0994], "spin_multiplicity": 6, "homo_ev": [-9.95, -9.97], "lumo_ev": [0.30, -1.03], "e_tot_ha": -4403.2535, "e_above_lowest_kj_mol": 541.3, "homo_lumo_gap_ha": [0.377, 0.329], "s_squared": 8.76}

4.
{"formula": "C5H9FN2", "method": "ωB97M-V/def2-TZVPD", "elements": ["H", "N", "C", "C", "F", "N", "C", "C", "C", "H", "H", "H", "H", "H", "H", "H", "H"], "positions_angstrom": [[-2.398, -0.031, -0.710], [-2.307, 0.482, 0.188], [-1.117, 0.780, 0.084], [-0.357, 2.093, 0.834], [0.199, 1.393, 2.106], [-0.266, 0.179, -0.720], [1.051, 0.399, -0.476], [0.464, -0.979, -0.918], [0.451, -2.171, 0.111], [0.765, 2.432, 0.302], [-1.174, 2.828, 1.117], [1.296, 0.574, 0.556], [1.799, 0.822, -1.076], [0.396, -1.266, -1.983], [-0.368, -2.991, -0.337], [0.244, -1.712, 1.138], [1.321, -2.831, -0.215]], "atomic_forces_ev_per_a": [[-1.0, -0.7, 1.1], [-2.7, 0.2, -0.7], [2.0, 3.5, 2.0], [1.3, -2.6, 0.8], [-1.3, 1.8, -2.0], [-0.5, 2.5, -2.1], [2.9, -2.9, 0.1], [0.6, -2.1, 1.3], [-1.7, -1.0, -3.2], [-4.2, -0.4, 1.4], [1.6, -0.7, -0.1], [0.3, -0.9, 0.4], [0.3, 1.1, -1.7], [0.8, 0.0, 0.6], [1.3, 2.4, 1.8], [0.7, -1.5, -1.2], [-0.3, 1.3, 1.6]], "lowdin_charge": [0.0805, 0.1401, -0.4401, 0.0331, -0.1941, -0.0842, -0.1444, -0.2375, -0.0542, 0.1747, 0.1123, 0.0886, 0.0946, 0.1386, 0.1171, 0.0992, 0.0756], "spin_multiplicity": 1, "homo_ev": -8.99, "lumo_ev": 0.84, "e_tot_ha": -405.0971, "e_above_lowest_kj_mol": 507.3, "smiles": "[H]/N=C(/CF)N1C[C@H]1C", "homo_lumo_gap_ha": 0.361}